# 1
The following is a DFT calculation (wB97M-V/def2-TZVPD) of a 6-piece molecular cluster, C20H30N2O8 overall in a non-equilibrium geometry.

Values from the calculation:
charge	0
HOMO-LUMO gap	0.38744	Ha
largest force on an atom	0.097	hartree/bohr
LUMO energy	0.357	eV
SMILES string	O=C1CCCO1.O=C1CCCO1.O=C1CCCO1.O=C1CCCO1.CC#N.CC#N
relative energy (zero: lowest compared OMol25 entry of this formula, charge and spin)	0.0	kcal per mole

Element x y z (Å)
H1 0.960 0.302 -1.055
C1 -2.173 -4.370 -5.196
O1 -0.052 -4.238 -4.164
O2 -0.582 -3.021 -2.363
C2 -0.214 -1.395 4.215
H2 -0.618 0.087 -1.839
C3 -0.834 4.522 0.517
C4 0.024 -0.253 -1.020
C5 -2.052 -3.083 -4.326
C6 -1.876 4.823 -0.545
H3 -1.894 2.951 1.724
H4 0.775 -1.070 2.205
H5 0.682 -0.475 5.972
C7 -3.868 1.184 -0.700
H6 3.907 -0.256 1.546
H7 -0.370 -5.700 -5.429
H8 3.064 1.073 -0.335
H9 4.368 -1.568 0.494
H10 0.268 -2.081 6.361
O3 5.994 0.319 -0.934
C8 0.567 -1.485 5.510
H11 -1.773 -2.188 -4.942
C9 -0.891 -3.355 -3.428
C10 1.990 -1.734 5.090
H12 0.917 0.273 3.401
C11 -0.688 -4.659 -5.389
C12 -4.396 1.215 0.655
H13 -1.688 5.655 -1.206
H14 -0.332 5.449 0.784
H15 3.069 -0.529 -1.147
H16 -3.588 1.031 1.355
C13 4.826 0.531 -1.514
N1 -1.122 0.456 1.244
H17 -0.532 -2.375 3.855
H18 -1.236 4.206 2.652
N2 -3.311 1.148 -1.714
H19 -0.145 3.771 0.193
C14 5.780 0.077 0.466
O4 2.956 -2.035 5.717
H20 -4.876 2.165 0.832
H21 -2.238 3.979 -1.130
H22 -5.107 0.456 0.867
H23 0.142 -1.347 -1.083
H24 -0.223 -4.111 -6.245
H25 -1.051 -0.713 4.327
H26 5.836 1.033 0.992
H27 -2.681 -5.154 -4.615
O5 2.101 -1.333 3.782
H28 6.586 -0.569 0.751
C15 -0.629 0.164 0.228
C16 3.668 0.192 -0.573
H29 -2.681 -4.134 -6.164
O6 4.742 0.819 -2.653
C17 -3.101 5.160 0.376
O7 -4.145 5.641 0.043
O8 -2.886 4.758 1.707
H30 -2.922 -2.921 -3.687
C18 -1.666 4.012 1.684
C19 4.372 -0.473 0.576
C20 0.846 -0.823 3.274

***

# 2
The following is a DFT calculation (wB97M-V/def2-TZVPD) of C20H30N3O2PPb as an isolated structure in a non-equilibrium geometry.

Values from the calculation:
charge	+4
HOMO-LUMO gap (spin up / spin down)	0.16044 / 0.12005	Ha
largest force on an atom	0.104	hartree/bohr
LUMO energy (spin up / spin down)	-16.834 / -17.856	eV

Element x y z (Å)
C1 -3.976 1.203 0.857
H1 3.371 0.077 1.901
C2 0.526 -2.438 -0.109
C3 0.497 -0.656 2.429
H2 1.570 0.300 -2.373
C4 -3.538 0.967 -1.526
C5 3.269 2.745 0.089
H3 -3.304 2.822 -0.414
H4 4.562 -2.081 1.369
H5 1.767 2.027 1.473
H6 1.995 -1.287 -1.856
H7 -0.186 0.223 -4.982
H8 -3.630 -4.670 2.266
Pb1 -1.337 -0.261 0.227
C6 -4.325 -0.942 -0.238
C7 2.290 -0.232 -1.741
N1 -0.942 1.782 1.372
H9 -3.915 -0.990 -2.374
H10 4.454 -0.669 -1.687
C8 -0.544 4.063 2.501
H11 0.527 -1.462 -4.758
H12 4.128 2.299 0.633
C9 3.605 -1.854 0.863
C10 -0.358 -0.808 -4.593
O1 0.993 -3.453 -0.409
H13 -3.247 1.406 -2.485
C11 -3.914 -0.383 -1.463
H14 0.062 3.921 3.422
H15 4.010 1.038 -2.151
H16 3.461 2.740 -1.004
C12 1.973 1.969 0.391
H17 2.796 -2.365 1.426
C13 -4.356 -0.151 0.919
C14 -3.570 1.762 -0.363
N2 -1.956 -2.185 1.533
P1 1.927 0.192 -0.005
H18 -1.286 -1.257 -5.010
H19 -4.644 -1.988 -0.191
C15 -2.295 -3.109 2.156
H20 -4.700 -0.584 1.864
H21 3.658 -2.280 -0.165
C16 3.731 -0.032 -2.244
C17 -0.729 2.779 1.903
H22 4.272 0.184 0.344
C18 3.436 -0.317 0.869
H23 3.767 -0.319 -3.318
H24 -1.570 4.430 2.727
H25 -0.027 4.718 1.762
C19 -2.828 -4.207 2.894
H26 -3.245 -3.796 3.847
H27 -1.996 -4.926 3.087
H28 -4.024 1.830 1.753
O2 0.942 -0.780 3.475
C20 -0.574 -0.701 -3.194
H29 1.104 2.453 -0.071
N3 -0.812 -0.541 -2.068
H30 3.138 3.794 0.436

***

# 3
The following is a DFT calculation (wB97M-V/def2-TZVPD) of C20H30NO3PSSr as an isolated structure in a non-equilibrium geometry.

Values from the calculation:
charge	0
HOMO-LUMO gap	0.26104	Ha
largest force on an atom	0.072	hartree/bohr
LUMO energy	-0.018	eV
relative energy (zero: lowest compared OMol25 entry of this formula, charge and spin)	36.9	kcal per mole

Element x y z (Å)
H1 1.438 -1.809 -3.272
C1 -4.267 -2.181 -0.923
H2 -1.723 -3.332 1.977
C2 -0.644 4.411 3.339
C3 -0.147 -4.124 -0.380
H3 2.425 7.508 4.232
H4 2.150 -5.075 0.658
H5 0.349 -5.044 -0.767
H6 1.750 1.067 -3.576
H7 -1.229 -4.292 -0.167
C4 0.248 3.412 2.958
C5 0.209 -2.545 1.585
C6 -1.376 -2.367 1.576
C7 2.029 5.028 2.897
C8 1.920 -4.063 1.016
H8 0.520 -2.676 2.648
O1 0.746 0.838 2.890
H9 0.386 2.156 -3.146
H10 1.878 1.242 0.231
H11 0.825 8.117 3.767
H12 2.164 -3.958 2.091
C9 -2.423 -0.910 -1.814
H13 -2.040 1.121 -2.484
H14 1.120 -1.773 1.418
O2 -1.015 1.747 1.483
N1 0.606 -3.541 0.704
H15 -0.197 -2.450 -2.927
C10 -0.194 5.711 3.524
H16 2.573 -3.365 0.481
H17 -1.683 4.151 3.542
H18 -5.289 -2.556 -1.015
C11 0.363 -1.592 -3.314
C12 -3.765 -1.316 -1.905
H19 -0.075 -3.314 -1.130
P1 0.054 -0.083 -2.346
H20 3.085 5.284 2.748
H21 -1.608 -1.609 2.363
C13 -1.750 0.084 -2.735
Sr1 -0.050 -0.315 0.595
H22 0.197 0.965 -4.487
H23 -4.380 -0.951 -2.735
O3 -1.359 1.593 3.940
H24 -0.892 6.482 3.854
C14 -2.157 -2.101 0.280
C15 0.660 1.158 -3.511
H25 2.069 7.838 2.537
C16 1.150 6.039 3.298
H26 -3.901 -3.167 0.967
C17 1.639 7.451 3.469
H27 2.288 2.938 2.406
H28 -1.928 -0.094 -3.806
C18 1.591 3.718 2.709
H29 2.334 0.463 0.182
S1 -0.420 1.761 2.862
H30 0.058 -1.383 -4.347
C19 -3.488 -2.549 0.170
C20 -1.647 -1.417 -0.809

***

# 4
The following is a DFT calculation (wB97M-V/def2-TZVPD) of C20H31As2HfN6O11P2S as an isolated structure.

Values from the calculation:
charge	+1
HOMO-LUMO gap	0.33425	Ha
largest force on an atom	0.012	hartree/bohr
LUMO energy	-3.350	eV
relative energy (zero: lowest compared OMol25 entry of this formula, charge and spin)	0.0	kcal per mole

Element x y z (Å)
H1 -6.326 -5.997 -4.611
C1 -6.136 -4.049 -3.723
H2 4.820 1.190 -0.470
O1 -8.180 -2.401 -3.775
C2 3.842 1.438 -0.876
H3 -5.567 -2.300 -0.573
H4 4.785 1.562 1.750
C3 3.018 -1.196 0.392
H5 -1.330 2.982 -5.375
P1 -0.128 2.751 -3.609
N1 -5.551 0.095 0.947
H6 -6.802 -0.746 -2.094
O2 -0.633 3.957 -2.585
H7 -0.256 -0.650 4.044
As1 -0.229 1.076 2.189
H8 -2.435 1.911 3.041
H9 0.180 -1.380 2.482
C4 3.025 2.387 4.509
C5 -3.315 0.863 0.163
N2 -2.481 0.560 -0.881
O3 -1.404 2.981 -0.339
H10 2.313 -1.716 1.038
O4 -1.411 2.567 -4.507
H11 0.913 2.206 4.739
H12 -1.220 2.055 4.312
H13 -1.247 3.232 2.972
As2 2.425 0.633 0.163
Hf1 -0.255 1.144 -0.726
H14 -7.348 -5.757 -3.190
C6 -6.115 -1.499 -2.483
H15 4.006 -1.215 0.849
N3 -2.794 -4.217 -1.486
H16 -4.388 -2.649 -1.823
C7 -2.573 -0.967 -2.867
N4 -4.244 -0.751 -1.024
H17 -3.256 -0.698 -3.676
C8 1.553 1.545 2.791
H18 3.054 -1.695 -0.576
H19 -2.501 -2.055 -2.840
H20 -7.789 -5.013 -4.735
S1 -7.183 -2.889 -2.864
C9 -0.378 -2.123 -0.768
H21 3.772 1.066 -1.897
C10 -6.956 -5.281 -4.087
O5 -0.158 1.478 -2.698
O6 1.111 3.093 -4.283
H22 -5.756 -3.533 -4.606
C11 -5.075 -1.892 -1.450
H23 -3.120 1.665 0.851
N5 -0.533 -3.358 -0.908
P2 -0.338 3.848 -1.026
C12 2.652 1.363 1.946
C13 -3.078 -0.404 -1.589
H24 -5.689 -1.141 -3.421
C14 -4.400 0.059 0.082
C15 -0.485 -0.676 2.981
H25 3.163 2.788 5.504
H26 3.690 2.514 -0.878
H27 -1.602 -0.538 -3.099
O7 -5.405 0.703 1.987
H28 -1.517 -0.995 2.836
C16 3.926 1.694 2.396
C17 -1.403 2.191 3.248
O8 0.928 3.021 -0.827
H29 5.109 2.465 4.005
H30 -5.312 -4.301 -3.054
C18 1.752 2.057 4.071
H31 0.039 5.988 -1.023
O9 -6.563 -0.460 0.574
O10 -7.563 -3.468 -1.602
C19 -1.745 -3.822 -1.210
O11 -0.357 5.298 -0.474
C20 4.114 2.206 3.671
N6 -0.163 -0.972 -0.609